a.
This record from OMol25 describes a 3-piece molecular cluster, CH6N3 overall. The level of theory is the ωB97M-V functional and the def2-TZVPD basis.

Geometry (Å):
C1 -0.3096 -0.1126 0.1856
N1 0.2368 -0.1584 -0.8843
N2 -0.4225 -0.9226 1.2434
N3 0.7266 0.1424 -2.0281
H1 -0.7489 1.2613 1.0625
H2 -1.0232 -0.6299 2.0061
H3 0.3372 -1.5453 1.4409
H4 1.4156 1.0152 -2.1043
H5 -0.9233 1.3908 1.9428
H6 0.7114 -0.4409 -2.8646

Calculated values
Charge = +1
E_HOMO = -15.1 eV
LUMO = -0.20611 Ha
Spin multiplicity = 1

Atomic partial charges in e from the Löwdin method, atoms 1 to 5: atom 1 (C): -0.16, atom 2 (N): 0.07, atom 3 (N): 0.14, atom 4 (N): 0.13, atom 5 (H): 0.07



b.
This record from OMol25 describes a 2-piece molecular cluster, CH6N3 overall. The level of theory is the ωB97M-V functional and the def2-TZVPD basis.

Geometry (Å):
C1 -0.1740 0.3548 0.1803
N1 0.9365 -1.6032 -0.7665
N2 0.7281 1.2296 0.2534
N3 -1.3631 0.0809 0.5839
H1 1.1190 -1.1640 -1.6790
H2 0.2208 -2.2860 -0.8734
H3 1.5292 1.3053 -0.2922
H4 0.4739 2.0927 0.6949
H5 -1.7388 -0.8565 0.7765
H6 -1.7316 0.8462 1.1222

Calculated values
Charge = +1
E_HOMO (alpha / beta) = -15.7 / -14.8 eV
LUMO (alpha / beta) = -0.21101 / -0.18787 Ha
Spin multiplicity = 1

Atomic partial charges in e from the Löwdin method, atoms 1 to 5: atom 1 (C): -0.16, atom 2 (N): 0.15, atom 3 (N): 0.23, atom 4 (N): 0.20, atom 5 (H): 0.01



c.
This record from OMol25 describes an isolated ion of composition CH6N3 and charge +1. The level of theory is the ωB97M-V functional and the def2-TZVPD basis.

Geometry (Å):
N1 -1.4428 -0.6761 -0.8217
N2 -0.4675 -0.4131 0.0707
C1 0.3778 0.5363 -0.0309
N3 1.4116 0.5613 0.8469
H1 -1.2095 -0.6164 -1.7803
H2 -2.2709 -1.2793 -0.6698
H3 -0.1640 -0.9903 0.8419
H4 0.3392 1.5165 -0.8120
H5 1.3941 0.0328 1.7048
H6 2.0319 1.3283 0.6502

Calculated values
Charge = +1
E_HOMO = -14.2 eV
LUMO = -0.14368 Ha
Structure (SMILES) = NNC=[NH2+]
Spin multiplicity = 1

Atomic partial charges in e from the Löwdin method, atoms 1 to 5: atom 1 (N): 0.08, atom 2 (N): -0.03, atom 3 (C): -0.12, atom 4 (N): 0.15, atom 5 (H): 0.10



Most stable pick: c. Distance to second place: 0.0795 hartree.



a.
This record from OMol25 describes a 2-piece molecular cluster, C2H4I2 overall. The level of theory is the ωB97M-V functional and the def2-TZVPD basis.

Geometry (Å):
C1 0.0400 0.4868 -0.0992
C2 0.1965 -0.6067 -1.1034
I1 2.0891 -1.0449 -1.8581
I2 -1.0651 0.0085 -2.7595
H1 0.2336 0.2435 0.9481
H2 0.6374 1.4389 -0.2743
H3 -1.0995 0.5614 0.0560
H4 -0.4338 -1.9144 -0.3088

Calculated values
E_HOMO = -9.2 eV
LUMO = -0.01651 Ha
Spin multiplicity = 1

Atomic partial charges in e from the Löwdin method, atoms 1 to 5: atom 1 (C): -0.42, atom 2 (C): -1.41, atom 3 (I): 0.72, atom 4 (I): 0.68, atom 5 (H): 0.06



b.
This record from OMol25 describes C2H4I2 as an isolated structure. The level of theory is the ωB97M-V functional and the def2-TZVPD basis.

Geometry (Å):
C1 0.7956 0.2849 -0.2022
C2 -0.6496 -0.1067 0.0534
I1 -1.5060 0.8159 1.7865
I2 -0.8664 -2.2786 0.1409
H1 1.4973 -0.4337 0.2153
H2 0.9694 0.3407 -1.2753
H3 1.0271 1.2588 0.2259
H4 -1.2675 0.1187 -0.9446

Calculated values
E_HOMO = -9.3 eV
LUMO = -0.00501 Ha
Spin multiplicity = 1

Atomic partial charges in e from the Löwdin method, atoms 1 to 5: atom 1 (C): -0.31, atom 2 (C): -1.29, atom 3 (I): 0.71, atom 4 (I): 0.66, atom 5 (H): 0.05



Most stable pick: b. Distance to second place: 0.0879 hartree.



a.
This record from OMol25 describes one molecule with the formula C4H6NOP. The level of theory is the ωB97M-V functional and the def2-TZVPD basis.

Geometry (Å):
C1 -1.4576 -0.8381 -0.0598
C2 -1.7417 0.6328 -0.2863
C3 -0.3096 -1.5361 -0.0534
C4 -0.8460 1.5726 -0.4444
N1 2.6094 0.6578 0.5984
O1 0.9640 -1.1171 -0.1772
P1 1.7785 0.2801 -0.7972
H1 -2.3644 -1.3794 -0.0140
H2 -2.7782 0.7364 -0.3975
H3 -0.1977 -2.6613 0.1153
H4 -1.1192 2.5560 -0.7553
H5 1.9521 0.6381 1.3497
H6 3.5102 0.4582 0.9218

Calculated values
E_HOMO (alpha / beta) = -7.7 / -8.2 eV
LUMO (alpha / beta) = -0.01359 / -0.01367 Ha
Spin multiplicity = 1

Atomic partial charges in e from the Löwdin method, atoms 1 to 5: atom 1 (C): -0.12, atom 2 (C): -0.23, atom 3 (C): -0.25, atom 4 (C): 0.01, atom 5 (N): -0.24



b.
This record from OMol25 describes a 2-piece molecular cluster, C4H6NOP overall. The level of theory is the ωB97M-V functional and the def2-TZVPD basis.

Geometry (Å):
C1 0.8690 1.3616 -0.8308
C2 1.1261 0.1035 0.1784
O1 0.2717 0.2726 1.2579
P1 -0.9077 1.4446 1.0734
N1 -0.2930 1.9918 -0.2875
H1 0.7296 1.0334 -1.7984
H2 1.7274 2.0461 -0.8290
H3 2.1853 0.0420 0.3942
H4 0.8152 -0.8258 -0.2545
C3 -3.0553 -0.8022 0.3137
C4 -2.7235 -0.9119 1.4328
H5 -3.3550 -0.3435 -0.5836
H6 -2.4652 -1.5148 2.2203

Calculated values
E_HOMO = -9.3 eV
LUMO = 0.01721 Ha
Structure (SMILES) = C1COP=N1.C#C
Spin multiplicity = 1

Atomic partial charges in e from the Löwdin method, atoms 1 to 5: atom 1 (C): -0.27, atom 2 (C): -0.25, atom 3 (O): -0.44, atom 4 (P): 0.95, atom 5 (N): -0.32



Most stable pick: b. Distance to second place: 0.0329 hartree.



a.
This record from OMol25 describes a 2-piece molecular cluster, C2H3N2O2 overall. The level of theory is the ωB97M-V functional and the def2-TZVPD basis.

Geometry (Å):
C1 0.9350 -0.4915 0.0926
C2 0.3276 0.3241 -0.8062
N1 -0.0066 -0.9248 0.9043
N2 -0.8997 0.3344 -0.5100
O1 -1.7075 2.2196 -0.7571
O2 -1.1396 -0.3735 0.5014
H1 1.9787 -0.9085 0.2490
H2 0.5256 1.2482 -1.4465
H3 -0.0136 -1.4280 1.7725

Calculated values
Charge = +1
E_HOMO (alpha / beta) = -16.4 / -15.3 eV
LUMO (alpha / beta) = -0.22139 / -0.23734 Ha
Spin multiplicity = 3

Atomic partial charges in e from the Löwdin method, atoms 1 to 5: atom 1 (C): 0.06, atom 2 (C): -0.04, atom 3 (N): 0.17, atom 4 (N): 0.01, atom 5 (O): 0.06



b.
This record from OMol25 describes a 2-piece molecular cluster, C2H3N2O2 overall. The level of theory is the ωB97M-V functional and the def2-TZVPD basis.

Geometry (Å):
C1 -0.7665 -2.4463 -0.6155
C2 1.2619 -0.0536 0.5516
N1 0.0223 -2.0099 -1.4305
N2 0.9435 0.2943 -0.5449
O1 -1.0674 -2.7085 0.4620
O2 0.6445 0.6797 -1.5888
H1 0.7876 -0.7950 1.2311
H2 1.7851 0.6405 1.2240
H3 0.0131 -2.0440 -2.4205

Calculated values
Charge = +1
E_HOMO (alpha / beta) = -15.4 / -15.4 eV
LUMO (alpha / beta) = -0.20908 / -0.38241 Ha
Spin multiplicity = 3

Atomic partial charges in e from the Löwdin method, atoms 1 to 5: atom 1 (C): -0.36, atom 2 (C): 0.22, atom 3 (N): 0.18, atom 4 (N): 0.01, atom 5 (O): 0.20



Most stable pick: b. Distance to second place: 0.0557 hartree.